{
  "formula": "C28H30N2O8S2Zr",
  "method": "ωB97M-V/def2-TZVPD",
  "species": ["Zr", "S", "S", "O", "O", "O", "O", "O", "O", "O", "O", "N", "N", "C", "C", "C", "C", "C", "C", "C", "C", "C", "C", "C", "C", "C", "C", "C", "C", "C", "C", "C", "C", "C", "C", "C", "C", "C", "C", "C", "C", "H", "H", "H", "H", "H", "H", "H", "H", "H", "H", "H", "H", "H", "H", "H", "H", "H", "H", "H", "H", "H", "H", "H", "H", "H", "H", "H", "H", "H", "H"],
  "positions_angstrom": [[-0.051, -0.423, 0.836], [1.976, -3.185, 2.010], [2.811, -1.816, 4.543], [2.270, -0.519, 0.324], [0.192, -1.742, -0.882], [-3.566, 0.391, 3.307], [-1.997, -0.241, -0.689], [0.730, -2.797, -5.476], [-1.444, -2.100, 1.453], [-3.087, -3.625, 1.552], [-1.623, 0.433, 2.202], [0.278, 1.337, 0.298], [1.185, -0.747, 2.845], [-0.601, -3.260, -5.511], [0.939, 2.216, 5.045], [0.493, 2.701, -1.695], [-3.610, -0.071, 0.976], [-3.529, -1.549, 0.468], [0.422, -2.271, -3.134], [1.316, 0.158, 3.881], [2.180, -0.240, 4.915], [1.179, -2.301, -4.278], [-0.557, 3.640, 0.375], [-2.987, 0.687, -0.205], [-2.882, 0.252, 2.293], [-3.905, -0.725, -1.891], [-2.897, -1.342, -0.915], [2.893, -0.739, -0.706], [3.020, -1.322, -3.121], [1.904, -1.848, 3.009], [2.501, -1.819, -4.290], [1.800, 1.815, 6.068], [1.888, 3.136, 0.332], [0.508, 2.661, -0.156], [4.378, -0.432, -0.686], [0.937, -1.732, -1.917], [-2.627, -2.522, 1.254], [0.689, 1.402, 3.953], [2.285, -1.255, -1.926], [2.425, 0.578, 6.009], [-3.963, 0.739, -1.385], [-4.961, 1.049, -1.074], [4.601, 0.421, -1.332], [2.144, 4.125, -0.069], [-3.532, -0.775, -2.916], [-3.605, 1.435, -2.146], [0.616, 3.720, -2.083], [-2.487, 1.612, 0.058], [-0.288, 4.685, 0.174], [-0.454, 2.294, -2.057], [1.976, 2.467, 6.916], [-4.868, -1.235, -1.847], [-4.651, 0.217, 1.123], [-0.002, 1.691, 3.173], [-0.589, -2.649, -3.094], [1.900, 3.182, 1.424], [4.040, -0.958, -3.127], [-0.674, 3.501, 1.452], [-1.307, -2.469, -5.239], [-0.749, -4.108, -4.837], [1.295, 2.072, -2.088], [3.073, -1.854, -5.207], [4.650, -0.186, 0.337], [-2.327, -2.190, -1.284], [0.446, 3.179, 5.106], [3.093, 0.254, 6.798], [-4.518, -2.001, 0.393], [-0.787, -3.575, -6.536], [2.647, 2.414, 0.025], [-1.522, 3.445, -0.096], [4.966, -1.284, -1.030]],
  "forces_ev_per_angstrom": [[-0.323, 0.393, 0.179], [0.126, -0.016, -0.019], [0.024, 0.041, -0.054], [0.129, -0.215, -0.043], [-0.031, 0.141, -0.135], [0.015, -0.005, -0.007], [-0.013, 0.070, 0.110], [0.015, 0.037, 0.017], [0.169, -0.253, -0.129], [-0.023, 0.047, 0.028], [0.219, -0.088, -0.096], [0.019, -0.312, -0.048], [-0.163, 0.131, -0.133], [-0.006, -0.010, 0.005], [0.009, -0.019, 0.001], [-0.021, 0.018, 0.015], [-0.082, -0.002, -0.025], [0.023, -0.055, 0.070], [-0.002, 0.011, 0.001], [0.108, 0.099, 0.024], [-0.027, 0.007, -0.022], [0.025, -0.021, -0.010], [0.044, 0.019, -0.006], [-0.057, 0.000, 0.003], [-0.131, 0.005, 0.072], [0.010, -0.011, 0.002], [0.030, -0.071, -0.062], [-0.054, 0.049, 0.000], [-0.027, 0.002, 0.024], [-0.174, -0.129, 0.179], [-0.010, -0.001, 0.003], [0.001, 0.008, 0.011], [0.035, 0.036, 0.006], [0.012, 0.011, -0.028], [0.003, -0.026, 0.018], [0.163, -0.046, 0.021], [-0.044, 0.077, -0.015], [0.008, 0.026, 0.064], [-0.015, 0.005, -0.008], [0.007, -0.004, -0.014], [0.005, 0.009, 0.001], [0.001, 0.004, 0.007], [-0.016, 0.007, -0.011], [0.018, 0.010, 0.012], [0.000, -0.002, 0.000], [-0.002, 0.002, 0.002], [0.005, 0.004, -0.002], [0.002, 0.012, 0.013], [-0.002, -0.004, 0.000], [-0.011, 0.001, -0.003], [0.000, 0.001, 0.004], [0.000, -0.004, -0.004], [0.008, -0.012, 0.000], [0.026, 0.003, -0.015], [-0.007, 0.010, 0.000], [-0.011, -0.013, 0.012], [0.006, 0.001, 0.003], [0.012, 0.011, 0.008], [-0.002, -0.002, -0.006], [-0.004, 0.005, 0.000], [0.004, -0.016, 0.001], [-0.005, -0.003, -0.005], [-0.005, 0.001, -0.001], [0.004, 0.009, -0.003], [0.000, 0.002, 0.008], [0.004, 0.005, 0.006], [0.010, 0.009, -0.006], [-0.003, -0.003, 0.004], [-0.001, 0.006, -0.018], [-0.029, 0.000, -0.007], [0.002, -0.005, 0.002]],
  "largest_force_ev_per_a": 0.5,
  "e_above_lowest_kj_mol": 0.0,
  "charge": -2,
  "e_lumo_ev": 4.22,
  "e_tot_ev": -71841.88035
}

---

{
  "formula": "C2H13NO3",
  "method": "ωB97M-V/def2-TZVPD",
  "species": ["O", "O", "O", "N", "C", "C", "H", "H", "H", "H", "H", "H", "H", "H", "H", "H", "H", "H", "H"],
  "positions_angstrom": [[1.781, -1.440, 1.639], [1.243, -0.893, -2.675], [1.844, 1.055, -0.642], [-0.977, 0.527, 0.964], [-1.201, -0.898, 0.939], [-1.580, 1.238, -0.201], [-1.006, 2.240, -0.264], [-1.617, 0.957, -1.252], [-0.803, -1.621, 1.646], [-2.357, -1.134, 1.063], [1.916, -1.118, 2.508], [1.808, -1.565, -2.589], [1.063, 1.644, -0.702], [2.270, 1.209, -1.471], [1.409, -0.753, 1.081], [-0.975, 0.937, 1.806], [-1.057, -1.273, -0.112], [0.943, -0.541, -1.735], [-2.701, 1.430, -0.003]],
  "forces_ev_per_angstrom": [[0.098, -1.372, -1.090], [-4.712, 5.068, 1.352], [-0.980, -0.195, 1.135], [0.795, -3.172, -5.528], [-3.780, -0.962, -1.376], [-0.748, 2.936, 2.226], [-1.186, -1.067, 0.163], [0.950, -1.459, 0.379], [0.970, 0.772, 0.201], [1.398, 0.429, -0.178], [0.078, 0.871, 0.995], [3.465, -4.060, 1.047], [0.178, -0.015, 0.229], [0.774, 0.164, -1.163], [0.039, 0.627, 0.020], [-0.368, 2.119, 3.181], [0.408, 0.261, 1.051], [1.346, -1.033, -2.548], [1.273, 0.088, -0.096]],
  "largest_force_ev_per_a": 7.1,
  "e_above_lowest_kj_mol": 186.9,
  "multiplicity": 2,
  "charge": -1,
  "e_lumo_ev": [3.81, 3.59],
  "e_tot_ev": -9914.64301,
  "s2": 0.750
}

---

{
  "formula": "C4H10O2",
  "method": "ωB97M-V/def2-TZVPD",
  "species": ["O", "O", "C", "C", "C", "C", "H", "H", "H", "H", "H", "H", "H", "H", "H", "H"],
  "positions_angstrom": [[-1.747, -2.346, 0.906], [-0.733, -0.200, 0.925], [0.934, 0.602, -0.776], [-0.693, -1.801, 0.209], [0.794, -0.316, 0.407], [0.503, 2.066, -0.636], [0.670, 2.613, -1.572], [-2.526, -1.778, 0.817], [1.345, 0.093, 1.267], [0.106, -2.524, 0.277], [-0.561, 2.135, -0.388], [-0.913, -1.458, -0.800], [1.067, 2.572, 0.157], [-0.690, -0.388, 1.877], [0.435, 0.172, -1.660], [2.009, 0.558, -1.010]],
  "forces_ev_per_angstrom": [[-0.244, 0.180, -0.015], [0.062, -0.150, 0.184], [0.006, -0.064, -0.121], [-0.021, -0.246, -0.221], [0.246, 0.324, 0.013], [-0.039, 0.065, 0.091], [-0.043, -0.069, 0.157], [0.049, -0.097, -0.035], [-0.038, -0.117, -0.177], [-0.055, 0.149, 0.147], [0.142, 0.019, -0.025], [0.129, -0.096, 0.184], [-0.080, -0.081, -0.088], [-0.003, 0.099, -0.198], [0.040, 0.079, 0.099], [-0.150, 0.005, 0.006]],
  "largest_force_ev_per_a": 0.4,
  "e_above_lowest_kj_mol": 565.6,
  "e_lumo_ev": 0.63,
  "e_tot_ev": -8399.68497
}

---

{
  "formula": "C26H20BrN3O5Sm",
  "method": "ωB97M-V/def2-TZVPD",
  "species": ["Sm", "Br", "O", "O", "O", "O", "O", "N", "N", "N", "C", "C", "C", "C", "C", "C", "C", "C", "C", "C", "C", "C", "C", "C", "C", "C", "C", "C", "C", "C", "C", "C", "C", "C", "C", "C", "H", "H", "H", "H", "H", "H", "H", "H", "H", "H", "H", "H", "H", "H", "H", "H", "H", "H", "H", "H"],
  "positions_angstrom": [[0.081, 0.489, 0.045], [-4.139, -5.695, -2.170], [0.732, 2.181, 1.912], [2.318, -3.374, 0.027], [-0.981, 0.809, 2.057], [0.959, -1.633, -0.461], [3.359, -1.719, 5.001], [1.137, -0.660, 1.831], [-2.167, -0.037, -1.156], [-1.308, 2.570, -0.591], [2.630, -1.392, 3.923], [1.849, -0.225, 4.036], [-3.562, -1.617, -2.457], [3.401, 0.883, -0.086], [1.927, 2.326, -1.313], [-2.649, -1.363, -1.440], [2.523, 0.159, -2.233], [-3.468, 3.358, -1.258], [3.323, -0.052, -1.103], [0.176, 1.202, 2.441], [-3.127, 4.650, -0.873], [2.424, -0.890, -3.299], [1.090, 0.070, 2.936], [2.652, -2.166, 2.753], [1.814, 1.351, -2.313], [-4.008, -2.909, -2.673], [-1.880, 4.874, -0.328], [-3.534, -3.940, -1.872], [-2.918, 0.960, -1.406], [1.880, -1.739, 1.691], [-2.535, 2.353, -1.091], [-2.158, -2.400, -0.667], [-2.607, -3.697, -0.873], [-1.002, 3.804, -0.198], [2.713, 2.096, -0.196], [1.737, -2.351, 0.303], [1.218, 1.563, -3.194], [-3.906, -0.833, -3.118], [3.850, -2.536, 4.843], [1.857, 0.359, 4.943], [1.440, 3.283, -1.449], [2.814, 2.855, 0.565], [-3.920, 0.824, -1.809], [3.249, -3.065, 2.666], [4.021, 0.696, 0.781], [1.917, -0.513, -4.185], [3.871, -0.984, -1.019], [-4.443, 3.131, -1.666], [-2.227, -4.505, -0.265], [-1.417, -2.225, 0.102], [1.875, -1.752, -2.914], [-0.029, 3.935, 0.255], [3.414, -1.239, -3.593], [-4.708, -3.118, -3.469], [-3.836, 5.460, -0.987], [-1.576, 5.855, 0.006]],
  "forces_ev_per_angstrom": [[0.473, -0.616, -1.423], [-0.027, -0.066, -0.013], [0.119, 0.073, 0.275], [0.043, 0.041, -0.076], [0.082, 0.140, 0.501], [-0.172, 0.065, 0.174], [-0.032, -0.037, -0.108], [-0.062, 0.049, -0.096], [0.112, -0.164, 0.154], [-0.092, 0.023, 0.103], [0.112, -0.032, 0.186], [-0.013, -0.283, -0.197], [-0.038, -0.166, -0.107], [-0.024, 0.109, -0.070], [-0.018, 0.058, -0.170], [0.194, 0.458, 0.004], [-0.010, -0.034, -0.024], [0.045, 0.133, 0.024], [-0.008, -0.041, 0.009], [-0.256, -0.129, 0.161], [-0.087, -0.025, -0.043], [0.009, -0.032, 0.002], [-0.122, 0.385, 0.350], [-0.049, 0.048, -0.081], [0.006, 0.133, -0.078], [0.038, 0.042, 0.029], [0.075, -0.001, 0.034], [-0.017, 0.013, -0.023], [-0.049, 0.226, 0.077], [0.111, -0.055, 0.397], [-0.074, -0.330, -0.093], [-0.057, -0.270, 0.048], [0.059, 0.141, 0.018], [-0.050, -0.009, -0.070], [0.074, 0.007, 0.035], [-0.203, 0.104, -0.141], [-0.023, -0.038, 0.004], [0.022, 0.021, 0.022], [0.002, 0.037, 0.050], [-0.003, -0.004, 0.008], [-0.034, -0.008, 0.017], [-0.024, -0.040, 0.053], [0.004, 0.008, -0.001], [0.012, 0.007, 0.023], [-0.008, -0.023, 0.000], [-0.009, 0.001, 0.013], [-0.007, 0.001, -0.004], [-0.004, 0.010, 0.004], [-0.016, -0.018, -0.014], [-0.007, 0.065, 0.016], [0.008, 0.001, 0.012], [0.002, 0.011, 0.014], [0.003, 0.010, 0.014], [0.000, -0.008, 0.004], [0.009, 0.001, 0.001], [-0.017, 0.004, -0.008]],
  "largest_force_ev_per_a": 1.6,
  "e_above_lowest_kj_mol": 71.7,
  "multiplicity": 6,
  "charge": 1,
  "e_lumo_ev": [-4.01, -4.00],
  "e_tot_ev": -129939.39596,
  "s2": 8.758
}